DFT (ωB97M-V/def2-TZVPD) results for a single C14H18N4O4S2 molecule at a distorted geometry.

```
! wB97M-V def2-TZVPD RIJCOSX def2/J DEFGRID3
* xyz 0 1
C 2.35 -3.76 0.37
C 1.93 -3.05 1.60
N 2.30 -3.42 2.80
O 1.75 -2.55 3.69
C 1.04 -1.63 3.04
C 0.34 -0.56 3.79
C 1.11 -1.88 1.69
S 0.30 -0.94 0.44
O 0.35 -1.66 -0.80
O -0.99 -0.55 0.94
N 1.25 0.44 0.44
C 2.58 0.25 -0.10
C 2.61 0.28 -1.63
C 1.94 1.55 -2.15
C 0.51 1.61 -1.60
C -0.22 2.86 -2.04
O 0.33 3.84 -2.49
N -1.58 2.88 -1.85
C -2.45 1.95 -1.32
N -3.45 2.31 -0.60
C -4.22 1.25 -0.26
C -3.82 0.05 -0.74
S -2.39 0.23 -1.68
C 0.58 1.61 -0.06
H 3.36 -3.46 0.09
H 2.36 -4.83 0.54
H 1.67 -3.51 -0.44
H 0.04 -0.93 4.77
H 1.00 0.29 3.92
H -0.53 -0.25 3.21
H 2.95 -0.70 0.27
H 3.21 1.06 0.30
H 3.64 0.23 -1.98
H 2.07 -0.59 -2.01
H 1.91 1.55 -3.24
H 2.48 2.44 -1.83
H -0.03 0.72 -1.92
H -2.00 3.80 -1.98
H -5.08 1.42 0.37
H -4.25 -0.92 -0.59
H -0.42 1.61 0.38
H 1.12 2.50 0.29
*
```

Properties
* HOMO-LUMO gap: 9.3 eV

DFT (ωB97M-V/def2-TZVPD) results for a single C4H7NO2 molecule at a distorted geometry.

```
! wB97M-V def2-TZVPD RIJCOSX def2/J DEFGRID3
* xyz 0 1
O -2.43 1.04 0.47
C -1.37 1.45 0.07
N -0.16 0.90 0.37
C 0.91 0.52 -0.72
C 0.86 -0.92 -0.18
O 0.06 -1.69 -1.06
C 0.05 -0.39 1.01
H -1.26 2.35 -0.58
H 1.33 1.35 -0.15
H 0.60 0.56 -1.77
H 1.79 -1.45 0.05
H -0.13 -2.54 -0.62
H 0.64 -0.32 1.93
H -0.90 -0.87 1.17
*
```

Properties
* HOMO-LUMO gap: 10.1 eV

DFT (ωB97M-V/def2-TZVPD) results for a molecular structure, C18H23CrI2N3OTe at a distorted geometry.

```
! wB97M-V def2-TZVPD RIJCOSX def2/J DEFGRID3
* xyz 2 5
Cr 0.25 -0.68 -0.50
O 1.93 -1.80 0.85
C 1.95 -1.41 2.22
C 0.49 -1.10 2.59
C -0.01 -1.40 3.80
C -1.30 -1.09 4.12
C -2.05 -0.47 3.16
C -1.55 -0.33 1.89
N -0.28 -0.60 1.59
H 2.81 -2.04 0.55
H 2.56 -0.58 2.37
H 2.33 -2.25 2.82
H 0.56 -1.87 4.62
H -1.72 -1.32 5.08
H -3.06 -0.22 3.44
H -2.20 -0.02 1.09
I -2.10 0.65 -1.98
C -1.18 -0.80 -3.23
I 0.88 -0.89 -3.23
H -1.45 -0.45 -4.21
H -1.48 -1.82 -2.93
C 0.10 -5.84 -0.64
N -0.93 -4.93 -1.18
C -2.05 -5.48 -1.97
C -0.78 -3.67 -0.99
N -0.58 -2.55 -0.78
H 0.65 -6.47 -1.37
H -0.29 -6.56 0.09
H 0.85 -5.19 -0.17
H -1.78 -5.68 -3.04
H -2.80 -4.70 -1.97
H -2.42 -6.36 -1.54
C 1.47 2.91 -1.89
Te 1.85 1.56 -0.31
C 0.95 3.07 0.96
C 0.93 4.32 0.10
C 0.58 5.57 0.66
C 0.37 6.72 -0.10
C 0.39 6.59 -1.49
C 0.68 5.35 -2.07
C 0.98 4.21 -1.28
H 0.75 2.51 -2.57
H 2.34 3.08 -2.51
H 1.48 3.21 1.92
H -0.06 2.74 1.16
H 0.66 5.67 1.73
H 0.23 7.64 0.41
H 0.29 7.51 -2.14
H 0.75 5.26 -3.14
*
```

Properties
* HOMO-LUMO gap (alpha / beta): 7.4 / 7.5 eV

DFT (ωB97M-V/def2-TZVPD) results for a molecular structure, C3H4S3 at a distorted geometry.

```
! wB97M-V def2-TZVPD RIJCOSX def2/J DEFGRID3
* xyz 0 1
C 1.09 -0.07 -0.33
C -0.19 0.49 0.10
C -1.18 -0.20 1.11
H 1.13 -0.06 -2.94
H -0.21 1.72 0.14
H -1.77 0.41 1.69
H -1.20 -1.29 1.67
S 2.07 -0.12 -1.72
S 1.92 -0.88 0.94
S -1.66 0.01 -0.66
*
```

Properties
* HOMO-LUMO gap: 7.7 eV

DFT (ωB97M-V/def2-TZVPD) results for 2 unconnected molecules or ions with the total composition C4H10N2O at a distorted geometry.

```
! wB97M-V def2-TZVPD RIJCOSX def2/J DEFGRID3
* xyz 0 1
C 0.52 -1.23 -2.36
C 0.31 -0.37 -1.35
N -0.91 0.40 -1.24
C -1.22 1.10 -2.28
H -0.31 -1.43 -3.04
H 1.50 -1.72 -2.48
H 1.01 -0.19 -0.53
H -2.14 1.64 -2.27
H -0.59 1.04 -3.20
N -0.32 1.03 1.84
C 0.06 -0.05 2.71
O 1.18 -0.86 2.13
H 0.49 1.52 1.64
H -0.80 0.74 1.03
H 0.41 0.38 3.65
H -0.81 -0.75 2.85
H 1.60 -1.26 2.91
*
```

Properties
* HOMO-LUMO gap: 10.2 eV

DFT (ωB97M-V/def2-TZVPD) results for a molecular structure, C41H29N10ORb.

```
! wB97M-V def2-TZVPD RIJCOSX def2/J DEFGRID3
* xyz -2 1
Rb -0.56 -0.28 0.72
C -3.78 5.95 0.61
C -4.94 5.22 0.33
C -4.87 3.91 -0.13
C -3.62 3.35 -0.31
C -3.16 2.02 -0.77
N -4.02 1.09 -1.20
C -3.62 -0.12 -1.58
C -4.51 -1.06 -2.31
C -5.82 -0.96 -2.75
C -6.36 -2.06 -3.42
C -5.60 -3.21 -3.64
C -4.28 -3.30 -3.20
C -3.75 -2.21 -2.53
C -2.43 -1.93 -1.94
N -1.44 -2.81 -1.94
C -0.18 -2.44 -1.65
N 0.34 -1.20 -1.67
C 1.66 -1.28 -1.36
N 2.53 -0.27 -1.26
C 2.15 1.00 -1.14
N 0.90 1.45 -0.91
C 0.95 2.77 -0.68
N -0.07 3.58 -0.36
C -1.34 3.17 -0.38
N -1.82 1.97 -0.77
C -2.46 4.07 -0.04
C -2.52 5.38 0.42
C 2.34 3.24 -0.78
C 2.94 4.48 -0.59
C 4.32 4.56 -0.71
C 5.09 3.43 -1.01
C 4.48 2.19 -1.21
C 3.10 2.11 -1.08
C 2.04 -2.68 -1.14
C 3.23 -3.30 -0.78
C 3.23 -4.67 -0.61
C 2.05 -5.42 -0.79
C 0.86 -4.80 -1.13
C 0.87 -3.42 -1.31
N -2.43 -0.70 -1.38
H -3.86 6.96 0.97
H -5.91 5.68 0.49
H -5.76 3.33 -0.34
H -6.39 -0.06 -2.58
H -7.38 -2.02 -3.77
H -6.05 -4.05 -4.16
H -3.68 -4.18 -3.37
H -1.61 5.93 0.62
H 2.34 5.35 -0.35
H 4.82 5.51 -0.56
H 6.17 3.52 -1.09
H 5.06 1.30 -1.42
H 4.13 -2.70 -0.63
H 4.14 -5.18 -0.33
H 2.07 -6.49 -0.64
H -0.06 -5.36 -1.24
N -0.41 -3.65 3.84
C -1.26 -2.58 3.24
O -0.62 -1.44 3.05
C -2.70 -2.65 3.69
C -2.33 -3.09 2.25
H 0.50 -3.49 3.42
H -0.71 -4.56 3.50
H -3.21 -1.71 3.80
H -3.00 -3.43 4.39
H -2.64 -2.44 1.44
H -2.40 -4.15 2.02
C 6.38 0.70 2.25
C 4.88 0.64 2.21
C 4.20 -0.56 2.11
C 2.81 -0.56 2.01
N 2.09 0.56 2.00
C 2.74 1.71 2.14
C 4.12 1.80 2.25
H 6.82 -0.30 2.14
H 6.74 1.12 3.18
H 6.76 1.32 1.43
H 4.73 -1.50 2.07
H 2.25 -1.48 1.92
H 2.14 2.61 2.12
H 4.59 2.78 2.31
*
```

Properties
* HOMO-LUMO gap (alpha / beta): 4.9 / 4.9 eV

DFT (ωB97M-V/def2-TZVPD) results for a molecular structure, C10H38B2O9PtS at a distorted geometry.

```
! wB97M-V def2-TZVPD RIJCOSX def2/J DEFGRID3
* xyz -2 3
Pt 5.17 -18.29 -12.03
B 5.68 -21.61 -11.27
H 6.50 -21.04 -10.85
H 5.84 -22.68 -11.26
H 4.79 -21.38 -10.71
H 5.57 -21.28 -12.29
B 2.21 -18.58 -13.62
H 3.08 -18.40 -14.23
H 2.35 -19.35 -12.87
H 1.88 -17.68 -13.13
H 1.40 -18.95 -14.24
S 2.41 -18.21 -7.73
O 1.13 -18.75 -8.23
O 2.26 -17.03 -6.93
O 2.77 -19.34 -6.91
O 3.28 -17.96 -8.83
C 11.85 -23.82 -9.04
C 10.36 -23.58 -9.27
O 10.18 -23.23 -10.67
H 12.47 -23.05 -9.51
H 12.16 -24.77 -9.46
H 12.02 -23.92 -7.97
H 9.99 -22.72 -8.72
H 9.84 -24.50 -9.04
H 9.26 -22.98 -10.80
C 7.72 -15.66 -8.20
C 8.00 -17.07 -8.61
O 8.00 -17.14 -10.02
H 8.36 -14.91 -8.67
H 7.84 -15.52 -7.13
H 6.69 -15.41 -8.47
H 7.33 -17.79 -8.13
H 8.97 -17.43 -8.27
H 8.80 -16.72 -10.35
C 8.58 -19.76 -16.84
C 8.56 -19.11 -15.43
O 7.40 -18.33 -15.23
H 8.32 -20.82 -16.75
H 9.58 -19.66 -17.27
H 7.77 -19.33 -17.41
H 9.38 -18.40 -15.42
H 8.62 -19.87 -14.65
H 7.41 -17.75 -15.99
C 4.05 -22.61 -16.79
C 4.34 -23.93 -16.13
O 3.91 -23.89 -14.77
H 2.97 -22.47 -16.86
H 4.41 -22.68 -17.82
H 4.58 -21.77 -16.34
H 5.36 -24.25 -16.30
H 3.72 -24.72 -16.56
H 4.51 -23.36 -14.24
C 4.04 -26.10 -8.47
C 2.64 -25.51 -8.76
O 2.63 -24.14 -8.37
H 4.29 -26.11 -7.41
H 4.86 -25.55 -8.94
H 4.11 -27.14 -8.78
H 1.98 -26.17 -8.20
H 2.42 -25.53 -9.83
H 3.38 -23.77 -8.84
*
```

Properties
* HOMO-LUMO gap (alpha / beta): 6.3 / 6.3 eV

DFT (ωB97M-V/def2-TZVPD) results for a single C3H2N4O molecule at a distorted geometry.

```
! wB97M-V def2-TZVPD RIJCOSX def2/J DEFGRID3
* xyz 0 1
O 1.23 0.31 1.90
C 0.91 -0.03 0.76
C 0.08 -1.37 0.42
N -1.04 -1.29 -0.13
N -1.72 -0.24 -0.54
C -1.06 0.83 -0.95
N 0.32 1.03 -1.18
N 1.24 0.74 -0.40
H 0.54 -2.37 0.59
H -1.54 1.64 -1.44
*
```

Properties
* HOMO-LUMO gap: 8.6 eV

DFT (ωB97M-V/def2-TZVPD) results for a single C4H8N2O2 molecule at a distorted geometry.

```
! wB97M-V def2-TZVPD RIJCOSX def2/J DEFGRID3
* xyz 0 1
C 2.34 -1.10 -0.47
C 1.28 -0.43 -0.07
N 0.32 -0.91 0.84
C -0.95 -0.82 0.55
N -1.58 -0.18 -0.50
O -2.93 0.17 -0.17
O 0.99 0.86 -0.56
C 0.99 1.83 0.49
H 2.44 -2.07 0.02
H 3.07 -0.84 -1.21
H -1.65 -1.32 1.19
H -1.14 0.72 -0.85
H -3.40 -0.19 -0.89
H 2.01 1.78 0.98
H 0.18 1.64 1.19
H 0.77 2.81 0.05
*
```

Properties
* HOMO-LUMO gap: 9.7 eV

DFT (ωB97M-V/def2-TZVPD) results for a single C22H26FN3O6S molecule at a distorted geometry.

```
! wB97M-V def2-TZVPD RIJCOSX def2/J DEFGRID3
* xyz 0 1
C -0.36 -3.81 0.30
O 0.61 -2.79 0.21
C 0.29 -1.55 0.62
C -0.92 -1.17 1.21
C -1.12 0.16 1.55
C -0.16 1.13 1.31
C -0.49 2.58 1.58
C -1.74 2.89 0.78
O -2.84 2.93 1.31
N -1.61 3.02 -0.56
C -0.37 2.86 -1.30
C -2.83 3.01 -1.36
C -3.23 1.54 -1.60
O -3.01 0.98 -2.64
N -3.77 0.99 -0.48
C -4.03 -0.35 -0.22
C -4.57 -0.67 1.03
C -4.81 -1.99 1.38
C -4.51 -3.01 0.49
C -3.99 -2.67 -0.74
F -3.69 -3.66 -1.61
C -3.74 -1.37 -1.12
C 1.05 0.74 0.76
C 1.27 -0.58 0.44
S 2.81 -1.14 -0.30
O 3.39 -2.14 0.55
O 2.58 -1.44 -1.68
N 3.72 0.29 -0.22
C 4.44 0.64 -1.44
C 5.76 -0.13 -1.53
O 6.55 0.09 -0.38
C 5.88 -0.34 0.79
C 4.55 0.41 0.96
H 0.13 -4.70 -0.10
H -1.24 -3.58 -0.29
H -0.64 -4.00 1.34
H -1.70 -1.88 1.39
H -2.06 0.44 2.00
H 0.35 3.23 1.33
H -0.75 2.72 2.63
H -0.48 3.35 -2.26
H -0.15 1.80 -1.47
H 0.46 3.32 -0.76
H -2.65 3.50 -2.31
H -3.61 3.54 -0.81
H -3.88 1.61 0.32
H -4.79 0.12 1.73
H -5.22 -2.22 2.35
H -4.69 -4.05 0.74
H -3.33 -1.15 -2.09
H 1.84 1.46 0.57
H 3.80 0.39 -2.28
H 4.63 1.72 -1.41
H 6.36 0.21 -2.37
H 5.54 -1.20 -1.63
H 6.55 -0.12 1.62
H 5.68 -1.41 0.74
H 3.99 -0.02 1.80
H 4.73 1.47 1.14
*
```

Properties
* HOMO-LUMO gap: 9.3 eV

DFT (ωB97M-V/def2-TZVPD) results for a molecular structure, C31H73InNO9 at a distorted geometry.

```
! wB97M-V def2-TZVPD RIJCOSX def2/J DEFGRID3
* xyz -1 1
C 1.93 3.81 -0.30
C 0.66 3.11 -0.73
O 0.22 3.30 -1.85
O 0.12 2.35 0.21
C -1.31 1.98 0.00
C -1.48 0.74 -0.81
In -3.63 0.09 -1.04
N -3.50 -1.89 -1.89
C -4.77 1.32 -2.51
C -5.58 2.49 -1.94
C -4.75 3.76 -1.81
C -5.42 4.83 -0.98
O -5.42 4.54 0.42
C -4.60 -0.16 0.96
C -5.19 1.13 1.41
C -6.82 1.11 1.69
O -5.57 1.25 2.66
H 2.44 4.23 -1.16
H 2.63 3.13 0.19
H 1.65 4.57 0.41
H -1.80 2.84 -0.43
H -1.68 1.83 1.01
H -0.98 -0.08 -0.30
H -1.04 0.86 -1.80
H -2.60 -1.99 -2.34
H -3.54 -2.52 -1.10
H -4.03 1.74 -3.19
H -5.42 0.67 -3.09
H -6.11 2.25 -1.01
H -6.37 2.74 -2.66
H -4.66 4.16 -2.82
H -3.73 3.55 -1.48
H -6.45 4.93 -1.34
H -4.92 5.78 -1.11
H -6.14 3.92 0.57
H -5.39 -0.89 1.00
H -3.85 -0.32 1.74
H -4.82 2.04 0.95
H -7.48 1.54 2.44
H -6.87 2.07 1.07
C 2.63 -1.85 -4.78
C 1.77 -0.66 -4.38
O 1.32 -0.71 -3.05
C 2.33 -0.70 -2.05
C 3.21 0.55 -2.08
H 2.12 -2.79 -4.55
H 2.84 -1.82 -5.86
H 3.59 -1.85 -4.26
H 0.86 -0.65 -4.99
H 2.29 0.28 -4.59
H 2.94 -1.60 -2.12
H 1.80 -0.75 -1.10
H 3.82 0.59 -2.98
H 3.88 0.55 -1.21
H 2.59 1.45 -2.04
C -3.63 -5.46 -4.99
C -2.53 -5.09 -4.00
O -2.86 -5.39 -2.66
C -3.10 -6.75 -2.36
C -1.91 -7.65 -2.61
H -4.57 -5.01 -4.69
H -3.37 -5.10 -5.99
H -3.77 -6.54 -5.06
H -2.37 -4.02 -4.03
H -1.58 -5.57 -4.27
H -3.98 -7.11 -2.91
H -3.36 -6.77 -1.30
H -1.67 -7.73 -3.68
H -2.11 -8.66 -2.25
H -1.02 -7.27 -2.10
C 1.80 -12.23 -4.76
C 0.92 -11.04 -4.39
O 0.60 -10.97 -3.02
C 1.69 -10.83 -2.13
C 2.49 -9.56 -2.34
H 1.35 -13.15 -4.39
H 1.90 -12.29 -5.84
H 2.79 -12.14 -4.33
H -0.04 -11.12 -4.91
H 1.38 -10.10 -4.72
H 2.33 -11.72 -2.17
H 1.24 -10.82 -1.13
H 3.02 -9.57 -3.29
H 3.23 -9.45 -1.55
H 1.84 -8.69 -2.33
C 2.58 5.48 3.73
C 4.00 5.68 3.25
O 4.14 6.74 2.32
C 3.79 8.02 2.80
C 4.62 8.48 3.98
H 1.90 5.38 2.89
H 2.51 4.59 4.35
H 2.24 6.33 4.33
H 4.33 4.78 2.72
H 4.69 5.82 4.09
H 2.72 8.06 3.04
H 3.95 8.70 1.96
H 4.42 7.88 4.88
H 4.38 9.52 4.22
H 5.68 8.41 3.76
C 2.31 5.80 9.25
C 2.64 5.78 7.76
O 3.80 6.52 7.43
C 5.01 6.09 8.01
C 5.40 4.67 7.63
H 2.26 6.82 9.61
H 1.35 5.31 9.42
H 3.06 5.27 9.84
H 1.83 6.24 7.21
H 2.73 4.75 7.40
H 4.97 6.19 9.10
H 5.77 6.78 7.66
H 4.71 3.93 8.04
H 6.40 4.44 8.01
H 5.40 4.55 6.55
*
```

Properties
* HOMO-LUMO gap: 6.4 eV

DFT (ωB97M-V/def2-TZVPD) results for a molecular structure, C4H6InO3 at a distorted geometry.

```
! wB97M-V def2-TZVPD RIJCOSX def2/J DEFGRID3
* xyz 1 1
H -0.57 2.80 3.43
O -0.94 3.05 2.59
C -1.66 0.70 -0.33
O -0.20 0.90 -0.25
O -2.11 0.73 -1.44
In -1.12 2.05 1.12
C 0.74 0.04 -0.88
C 0.92 -1.24 -0.12
C 0.64 -2.44 -0.61
H 1.68 0.60 -0.92
H 0.38 -0.16 -1.90
H 1.24 -1.13 0.93
H 0.78 -3.35 -0.02
H 0.21 -2.56 -1.61
*
```

Properties
* HOMO-LUMO gap: 8.0 eV

no.,E (Eh)
1,-1860.6187
2,-361.7588
3,-2846.5426
4,-1311.1502
5,-343.0867
6,-2226.7850
7,-1647.6795
8,-409.6315
9,-417.0889
10,-1967.7036
11,-2146.7248
12,-571.4586